Record 1
Below is 2 unconnected molecules or ions with the total composition C4H11N2, with properties calculated with ωB97M-V/def2-TZVPD.

**Charge**: +1
**Energy above the lowest of the compared OMol25 structures with the same formula, charge and spin**: 5.499 eV
**HOMO**: -13.011 eV
**LUMO level**: -6.072 eV

Last columns: bonded neighbours and bond lengths (Å).
Positions of all 17 atoms, in Å:
1 C -0.9860 0.7330 0.3213  C2 1.501, H7 1.150, H8 1.111
2 C -0.3896 0.4736 -1.0319  C1 1.501, C3 1.537, H9 1.118, H10 1.088
3 C 1.0003 0.7417 -0.4335  C2 1.537, C4 1.411, H11 1.136
4 C 1.9430 -0.3056 -0.5136  C3 1.411, N5 1.314, H12 1.021
5 N 3.0491 -0.2867 0.1962  C4 1.314, H13 1.030, H14 1.000
6 N -3.0422 -1.1738 0.7172  H15 1.018, H16 1.060, H17 0.970
7 H -1.9597 1.3206 0.4929  C1 1.150
8 H -0.5705 0.2232 1.2169  C1 1.111
9 H -0.7167 -0.5589 -1.3073  C2 1.118
10 H -0.5806 1.1861 -1.8320  C2 1.088
11 H 1.4713 1.7757 -0.4543  C3 1.136
12 H 1.9559 -0.9846 -1.2760  C4 1.021
13 H 3.1400 0.3305 1.0155  N5 1.030
14 H 3.8311 -0.9103 0.2135  N5 1.000
15 H -2.6212 -0.5738 0.0112  N6 1.018
16 H -3.2461 -0.4562 1.4702  N6 1.060
17 H -2.2780 -1.5343 1.1938  N6 0.970

---

Record 2
Below is 2 unconnected molecules or ions with the total composition C4H11N2O, with properties calculated with ωB97M-V/def2-TZVPD.

**Charge**: -1
**Energy above the lowest of the compared OMol25 structures with the same formula, charge and spin**: 5.403 eV
**HOMO**: -2.717 eV
**LUMO level**: 3.917 eV

Last columns: bonded neighbours and bond lengths (Å).
Positions of all 18 atoms, in Å:
1 C 0.3695 -0.6456 1.2425  N2 1.451, C3 1.695, N5 1.808, H8 1.082, H9 1.085
2 N -0.8011 -0.2804 0.4663  C1 1.451, H10 1.031, H11 1.008
3 C 1.0708 -1.8629 0.2950  C1 1.695, C4 1.517, N5 1.333, H12 1.101
4 C 1.1178 -1.4859 -1.1732  C3 1.517, H13 1.096, H14 1.102, H15 1.093
5 N 2.0072 -1.4037 1.1258  C1 1.808, C3 1.333
6 C -1.1567 2.7725 -0.2878  O7 1.367, H16 1.123, H17 1.117, H18 1.125
7 O -1.7995 1.9162 -1.1381  C6 1.367
8 H -0.0028 -1.1388 2.1302  C1 1.082
9 H 0.9447 0.2666 1.3649  C1 1.085
10 H -1.1020 0.5352 -0.0884  N2 1.031
11 H -1.4817 -1.0236 0.4698  N2 1.008
12 H 0.5732 -2.8288 0.4749  C3 1.101
13 H 1.1479 -0.4106 -1.3819  C4 1.096
14 H 0.1223 -1.6617 -1.6128  C4 1.102
15 H 1.8929 -1.9427 -1.7932  C4 1.093
16 H -1.1075 3.8443 -0.6209  C6 1.123
17 H -0.0897 2.4674 -0.1614  C6 1.117
18 H -1.7053 2.8826 0.6882  C6 1.125

---

Per-record energy, Ha: -268.1028; -343.5726